## 1
Here is a single C4H10N2O3 molecule from OMol25. Energies are from ωB97M-V/def2-TZVPD.

Computed properties:
HOMO level	-8.797	eV
LUMO energy	0.72	eV
structure (SMILES)	N[C@H](CCNO)C(=O)O
Kohn-Sham gap	9.51	eV

Cartesian coordinates (Å):
1 N -0.802 0.265 1.650
2 C 0.493 0.113 0.998
3 C 0.627 1.023 -0.238
4 C -0.032 0.643 -1.565
5 N -1.476 0.504 -1.368
6 O -1.781 -0.720 -0.847
7 C 0.813 -1.371 0.832
8 O 0.219 -2.234 1.455
9 O 1.818 -1.597 -0.028
10 H -0.933 1.257 1.847
11 H -0.744 -0.158 2.598
12 H 1.282 0.490 1.657
13 H 1.697 1.122 -0.442
14 H 0.215 1.985 0.105
15 H 0.390 -0.319 -1.975
16 H 0.203 1.466 -2.271
17 H -1.898 0.582 -2.309
18 H -1.897 -0.514 0.110
19 H 1.805 -2.536 -0.211


## 2
Here is a molecular structure, C4H10N2O3 from OMol25. Energies are from ωB97M-V/def2-TZVPD.

Computed properties:
HOMO level	-8.859	eV
LUMO energy	0.53	eV
Kohn-Sham gap	9.38	eV

Cartesian coordinates (Å):
1 C -0.362 -0.143 -0.851
2 C -0.143 -0.856 0.968
3 C -1.806 -0.534 -1.148
4 N 1.081 -0.553 1.493
5 C 1.502 0.803 1.697
6 N 0.622 1.646 1.128
7 O 0.567 -1.072 -1.384
8 O -0.183 1.050 -1.604
9 O 2.603 1.040 2.152
10 H 0.453 -1.128 -2.343
11 H 0.730 1.345 -1.485
12 H 1.835 -1.216 1.385
13 H -0.061 1.139 0.340
14 H 0.925 2.606 1.087
15 H -0.957 -0.324 1.448
16 H -0.311 -1.916 0.812
17 H -1.988 -0.551 -2.225
18 H -2.474 0.194 -0.691
19 H -2.035 -1.532 -0.780


Of them, the most stable is 1 and the least stable is 2.


## 1
Here is a single C2H5NOS molecule from OMol25. Energies are from ωB97M-V/def2-TZVPD.

Computed properties:
HOMO level	-9.263	eV
LUMO energy	0.14	eV
structure (SMILES)	OC/C=N\S
Kohn-Sham gap	9.40	eV

Cartesian coordinates (Å):
1 O 1.232 -1.181 -0.238
2 C 0.666 0.034 0.362
3 C -0.444 1.013 -0.191
4 N -1.630 0.812 -0.333
5 S -2.185 -0.890 0.063
6 H 1.489 -1.067 -1.136
7 H 1.625 0.866 0.646
8 H 0.228 -0.281 1.406
9 H -0.268 2.154 -0.041
10 H -0.714 -1.460 -0.538


## 2
Here is 2 unconnected molecules or ions with the total composition C2H5NOS from OMol25. Energies are from ωB97M-V/def2-TZVPD.

Computed properties:
HOMO level	-9.490	eV
LUMO energy	0.28	eV
Kohn-Sham gap	9.77	eV

Cartesian coordinates (Å):
1 C -0.128 1.088 0.146
2 C 1.013 -1.089 0.098
3 H -0.370 2.065 -0.598
4 H 0.887 1.357 0.081
5 H -0.603 1.233 1.274
6 H -1.982 -0.748 -1.383
7 H 0.910 -2.284 1.051
8 N -0.128 -0.261 -0.492
9 O 2.123 -0.601 -0.192
10 S -1.723 -0.761 0.016


## 3
Here is a single C2H5NOS molecule from OMol25. Energies are from ωB97M-V/def2-TZVPD.

Computed properties:
HOMO level	-9.421	eV
LUMO energy	0.42	eV
structure (SMILES)	C=C[S@H](=N)=O
Kohn-Sham gap	9.84	eV

Cartesian coordinates (Å):
1 C -1.493 0.705 0.284
2 C -0.224 0.872 -0.016
3 S 0.659 -0.619 0.198
4 N 1.703 -0.568 -0.896
5 O -0.334 -1.673 0.484
6 H -2.185 1.571 0.175
7 H -1.772 -0.310 0.595
8 H 0.422 1.607 -0.485
9 H 1.531 -0.398 1.376
10 H 1.693 -1.187 -1.715


Of them, the most stable is 3 and the least stable is 2.